Computed, not measured: a molecular structure, C37H54AsGe2N4O4S5Zr in a non-equilibrium geometry, with the ωB97M-V functional and the def2-TZVPD basis.

CARTESIAN COORDINATES (ANGSTROEM)
1 Zr 0.17 0.68 -1.42
2 S -0.43 1.19 -4.81
3 As 1.38 1.79 -3.82
4 S 2.11 -0.07 -2.88
5 S 0.69 3.12 -2.20
6 S 2.71 2.64 -5.21
7 C 0.07 3.83 1.13
8 C -0.66 2.59 0.68
9 O 0.04 1.55 0.31
10 C -2.03 2.52 0.65
11 C -2.92 3.53 1.13
12 C -4.26 3.33 1.16
13 C -4.82 2.09 0.72
14 C -4.06 1.12 0.18
15 C -2.59 1.27 0.03
16 H 1.13 3.70 0.92
17 H -0.08 4.03 2.19
18 H -0.28 4.69 0.57
19 H -2.49 4.45 1.49
20 H -4.93 4.10 1.52
21 H -5.88 1.94 0.83
22 H -4.48 0.18 -0.12
23 H -2.09 0.39 0.50
24 N 2.34 -2.15 0.97
25 N 2.20 -1.27 -0.16
26 H 3.30 -2.49 1.05
27 H 1.75 -2.96 0.78
28 H 2.65 -1.66 -0.99
29 H 2.67 -0.38 0.06
30 O 9.51 2.74 0.05
31 C 8.64 3.09 -0.93
32 O 9.04 3.66 -1.91
33 C 7.22 2.73 -0.71
34 C 6.69 2.45 0.55
35 C 5.34 2.17 0.70
36 C 4.49 2.15 -0.41
37 S 2.79 1.87 -0.17
38 C 5.03 2.41 -1.67
39 C 6.36 2.71 -1.81
40 H 9.08 2.23 0.75
41 H 7.30 2.48 1.45
42 H 4.94 1.98 1.68
43 H 4.38 2.40 -2.55
44 H 6.77 2.93 -2.79
45 N 0.78 1.01 4.98
46 C -0.15 -0.06 4.52
47 C -0.30 0.10 2.99
48 N 0.96 0.05 2.31
49 C 1.91 0.98 2.82
50 C 2.12 0.85 4.35
51 H 0.85 1.02 6.01
52 H 0.40 1.91 4.66
53 H -1.11 0.05 5.03
54 H 0.29 -1.03 4.76
55 H -0.77 1.07 2.79
56 H -0.94 -0.69 2.62
57 H 1.33 -0.88 2.11
58 H 1.56 2.00 2.60
59 H 2.86 0.85 2.31
60 H 2.80 1.62 4.72
61 H 2.51 -0.14 4.59
62 C -4.12 1.40 -2.74
63 C -2.73 1.92 -2.39
64 C -2.77 3.42 -2.12
65 O -2.08 1.13 -1.36
66 H -4.39 1.78 -3.73
67 H -4.86 1.75 -2.03
68 H -4.13 0.31 -2.77
69 H -2.07 1.76 -3.27
70 H -3.47 3.66 -1.33
71 H -3.09 3.92 -3.03
72 H -1.79 3.81 -1.86
73 C -0.86 -3.29 2.91
74 Ge -2.09 -2.81 1.36
75 C -3.50 -1.72 2.32
76 C -3.09 -4.54 1.06
77 Ge -0.83 -1.58 -0.49
78 C -2.27 -1.77 -1.88
79 C -3.53 -2.33 -1.69
80 C -4.39 -2.57 -2.74
81 C -4.01 -2.23 -4.03
82 C -2.78 -1.62 -4.25
83 C -1.94 -1.39 -3.18
84 C 0.16 -3.23 -1.12
85 C 0.33 -4.36 -0.32
86 C 1.06 -5.46 -0.74
87 C 1.65 -5.46 -1.99
88 C 1.49 -4.35 -2.81
89 C 0.75 -3.26 -2.38
90 H -1.26 -2.90 3.84
91 H 0.15 -2.92 2.77
92 H -0.81 -4.37 3.02
93 H -3.56 -2.03 3.36
94 H -4.48 -1.91 1.88
95 H -3.33 -0.65 2.30
96 H -3.35 -4.95 2.03
97 H -2.48 -5.26 0.53
98 H -4.00 -4.39 0.50
99 H -3.84 -2.57 -0.68
100 H -5.34 -3.04 -2.56
101 H -4.67 -2.43 -4.86
102 H -2.48 -1.33 -5.25
103 H -0.98 -0.90 -3.37
104 H -0.11 -4.38 0.67
105 H 1.16 -6.32 -0.09
106 H 2.23 -6.31 -2.33
107 H 1.94 -4.34 -3.79
108 H 0.65 -2.42 -3.05

Computed properties:
- ⟨S²⟩ = 0.761
- energy relative to the best compared isomer or geometry (same formula, charge and spin) (kcal per mole) = 134.9
- total charge = 0
- gap between HOMO and LUMO (alpha / beta) (eV) = 5.61 / 4.47
- LUMO (alpha / beta) (eV) = -1.36 / -2.46
- spin multiplicity = 2

=====

Computed, not measured: a molecular structure, C7H16CuFO4 in a non-equilibrium geometry, with the ωB97M-V functional and the def2-TZVPD basis.

CARTESIAN COORDINATES (ANGSTROEM)
1 F 1.34 3.64 1.04
2 C -1.56 2.91 0.59
3 O -0.45 2.12 0.22
4 C 0.73 2.26 0.89
5 C 1.88 1.36 0.52
6 O 1.43 0.04 0.38
7 C 2.38 -0.86 -0.17
8 C 1.71 -2.20 -0.33
9 O 0.61 -2.05 -1.21
10 C -0.11 -3.25 -1.42
11 H -2.04 3.27 -0.32
12 H -2.29 2.22 1.03
13 H -1.32 3.80 1.19
14 H 0.46 2.13 1.96
15 H 2.65 1.43 1.31
16 H 2.37 1.74 -0.39
17 H 3.25 -0.96 0.50
18 H 2.73 -0.49 -1.15
19 H 1.37 -2.58 0.65
20 H 2.44 -2.92 -0.74
21 H -0.89 -3.04 -2.17
22 H 0.55 -4.05 -1.78
23 H -0.60 -3.58 -0.49
24 O -2.59 0.32 -1.01
25 C -3.20 -0.18 0.11
26 Cu -0.56 -0.08 -0.70
27 H -4.17 -0.69 -0.11
28 H -2.65 -0.92 0.75
29 H -3.44 0.60 0.88

Computed properties:
- energy relative to the best compared isomer or geometry (same formula, charge and spin) (kcal per mole) = 12.6
- total charge = 0
- gap between HOMO and LUMO (eV) = 7.67
- LUMO (eV) = 0.50
- spin multiplicity = 1

=====

Computed, not measured: a molecular structure, C20H20ClN3O3S2 in a non-equilibrium geometry, with the ωB97M-V functional and the def2-TZVPD basis.

CARTESIAN COORDINATES (ANGSTROEM)
1 C 3.71 -2.79 -1.76
2 C 2.24 -2.72 -1.96
3 N 1.57 -3.68 -2.63
4 N 0.37 -3.51 -2.72
5 C 0.21 -2.29 -2.19
6 C 1.36 -1.96 -1.61
7 C 1.72 -0.88 -0.80
8 C 0.84 0.49 -0.81
9 C 1.41 1.54 -0.02
10 O 2.53 1.54 0.71
11 N 0.43 2.56 0.03
12 C -0.61 2.51 -0.85
13 S -1.44 3.82 -1.05
14 S -0.72 0.91 -1.37
15 C 0.98 3.91 0.66
16 C 0.72 3.58 2.30
17 C -0.66 3.56 2.58
18 C -1.09 3.37 4.05
19 H -2.32 3.27 4.16
20 H -0.56 2.57 4.55
21 C -0.94 4.79 4.67
22 C -1.42 4.41 6.25
23 O -0.73 4.30 7.17
24 O -2.70 4.57 6.44
25 H -3.13 4.73 7.10
26 H -1.56 5.62 4.35
27 H 0.30 5.08 4.74
28 H -1.35 2.66 2.06
29 H -1.32 4.26 2.12
30 H 1.26 2.85 2.74
31 H 0.92 4.65 2.72
32 H 2.06 4.04 0.51
33 H 0.39 4.67 0.36
34 H 2.66 -0.72 -0.41
35 Cl -1.48 -1.98 -1.77
36 C -0.71 -4.50 -3.31
37 C -1.65 -3.92 -4.21
38 C -2.42 -5.16 -4.52
39 C -2.17 -6.36 -4.64
40 C -1.12 -6.92 -3.94
41 C -0.10 -5.87 -3.15
42 H 0.65 -6.41 -2.68
43 H -0.72 -7.90 -3.94
44 H -2.63 -7.09 -5.16
45 H -3.36 -4.69 -5.39
46 H -1.79 -2.86 -4.10
47 H 4.06 -2.71 -0.72
48 H 4.31 -3.56 -2.21
49 H 4.01 -1.80 -2.37

Computed properties:
- energy relative to the best compared isomer or geometry (same formula, charge and spin) (kcal per mole) = 393.0
- total charge = 0
- gap between HOMO and LUMO (eV) = 6.58
- LUMO (eV) = -1.45
- spin multiplicity = 1

=====

Computed, not measured: a molecular structure, C23H21Cl2F5GeIrN3O2S, with the ωB97M-V functional and the def2-TZVPD basis.

CARTESIAN COORDINATES (ANGSTROEM)
1 Ir 0.23 -0.38 0.26
2 N 0.15 1.83 -0.02
3 N -1.06 2.26 0.58
4 C -1.51 1.60 1.64
5 N -2.61 2.02 2.25
6 S -0.71 0.20 2.28
7 H 0.92 2.39 0.34
8 H 0.11 1.99 -1.03
9 H -1.63 2.94 0.08
10 H -3.09 2.86 1.97
11 H -3.02 1.45 2.97
12 F -1.37 -2.61 0.68
13 C -0.03 -2.39 0.53
14 F 0.37 -3.11 -0.55
15 C 0.64 -3.05 1.75
16 F 0.29 -4.32 1.90
17 F 1.97 -2.99 1.64
18 F 0.30 -2.40 2.88
19 C 3.22 4.13 -1.49
20 C 3.00 3.09 -2.37
21 C 2.90 1.78 -1.89
22 C 3.03 1.52 -0.53
23 C 3.27 2.58 0.35
24 C 3.37 3.88 -0.13
25 Ge 2.76 -0.27 0.23
26 C 3.64 -0.31 1.95
27 C 3.03 -0.36 3.20
28 C 3.81 -0.31 4.35
29 C 5.19 -0.21 4.25
30 C 5.80 -0.15 3.01
31 C 5.02 -0.20 1.86
32 C 3.17 -1.72 -1.00
33 C 2.67 -1.78 -2.30
34 C 3.05 -2.82 -3.13
35 C 3.91 -3.81 -2.67
36 C 4.40 -3.76 -1.37
37 C 4.02 -2.72 -0.53
38 H 3.30 5.15 -1.86
39 H 2.91 3.28 -3.43
40 H 2.74 0.97 -2.59
41 H 3.40 2.39 1.41
42 H 3.57 4.70 0.56
43 H 1.95 -0.45 3.29
44 H 3.34 -0.35 5.32
45 H 5.79 -0.17 5.15
46 H 6.88 -0.07 2.93
47 H 5.51 -0.15 0.89
48 H 1.97 -1.05 -2.67
49 H 2.66 -2.88 -4.14
50 H 4.20 -4.62 -3.32
51 H 5.07 -4.53 -1.01
52 H 4.39 -2.70 0.49
53 Cl -0.89 -0.81 -4.53
54 C -1.91 -0.06 -3.32
55 Cl -1.95 1.73 -3.51
56 C -1.45 -0.29 -1.89
57 O -2.25 -0.30 -0.97
58 O -0.15 -0.34 -1.74
59 H -2.93 -0.42 -3.44

Computed properties:
- ⟨S²⟩ = 0.755
- energy relative to the best compared isomer or geometry (same formula, charge and spin) (kcal per mole) = 0.0
- total charge = +1
- gap between HOMO and LUMO (alpha / beta) (eV) = 7.66 / 6.43
- LUMO (alpha / beta) (eV) = -4.11 / -5.35
- spin multiplicity = 2

=====

Computed, not measured: 2 unconnected molecules or ions with the total composition C4H12N2S in a non-equilibrium geometry, with the ωB97M-V functional and the def2-TZVPD basis.

CARTESIAN COORDINATES (ANGSTROEM)
1 C 0.20 0.21 -1.20
2 N -1.07 -0.16 -0.54
3 C -1.32 0.74 0.71
4 N -2.68 0.38 1.16
5 C 1.27 -0.80 -0.97
6 C 1.44 -0.93 0.55
7 S 1.92 0.53 1.25
8 H 0.53 1.14 -0.70
9 H 0.01 0.34 -2.27
10 H -1.79 0.15 -1.15
11 H -0.57 0.46 1.46
12 H -1.27 1.84 0.57
13 H -2.65 -0.48 1.68
14 H -3.17 1.08 1.75
15 H 2.25 -0.13 -1.23
16 H 1.25 -1.75 -1.48
17 H 2.20 -1.74 0.62
18 H 0.55 -1.28 1.12
19 H 2.92 0.40 -1.33

Computed properties:
- energy relative to the best compared isomer or geometry (same formula, charge and spin) (kcal per mole) = 132.9
- total charge = 0
- gap between HOMO and LUMO (eV) = 5.93
- LUMO (eV) = -1.93
- spin multiplicity = 1

=====

Computed, not measured: a molecular structure, C23H27AlF9N2O4S2Te in a non-equilibrium geometry, with the ωB97M-V functional and the def2-TZVPD basis.

CARTESIAN COORDINATES (ANGSTROEM)
1 Al -0.80 0.52 -0.90
2 C -2.34 2.29 1.23
3 C -2.60 0.81 1.58
4 N -2.39 -0.06 0.42
5 C -3.62 -0.40 -0.30
6 C -4.12 0.75 -1.16
7 S -2.78 1.40 -2.23
8 C -2.79 3.17 -1.75
9 C -1.65 3.51 -0.79
10 N -1.36 2.40 0.14
11 H -3.27 2.77 0.92
12 H -1.98 2.80 2.12
13 H -1.90 0.50 2.37
14 H -3.61 0.70 1.97
15 H -2.01 -0.94 0.76
16 H -3.42 -1.25 -0.94
17 H -4.41 -0.69 0.41
18 H -4.91 0.41 -1.81
19 H -4.50 1.57 -0.55
20 H -2.66 3.72 -2.68
21 H -3.77 3.40 -1.34
22 H -0.74 3.68 -1.36
23 H -1.90 4.42 -0.23
24 H -0.43 2.60 0.51
25 C 2.38 3.01 -2.42
26 S 1.69 1.84 -1.26
27 O 1.42 2.51 0.00
28 O 2.52 0.70 -1.18
29 O 0.31 1.46 -1.84
30 H 3.39 3.23 -2.08
31 H 1.78 3.91 -2.47
32 H 2.42 2.50 -3.38
33 Te 0.72 0.31 1.33
34 C 0.62 -1.56 2.38
35 C 1.17 -2.71 1.83
36 C 1.31 -3.86 2.59
37 C 0.91 -3.87 3.92
38 C 0.34 -2.74 4.47
39 C 0.18 -1.59 3.71
40 C 2.83 0.40 1.62
41 C 3.23 1.38 2.52
42 C 4.57 1.54 2.81
43 C 5.51 0.73 2.21
44 C 5.10 -0.24 1.31
45 C 3.76 -0.42 1.02
46 H 1.52 -2.70 0.81
47 H 1.75 -4.75 2.15
48 H 1.06 -4.75 4.52
49 H 0.02 -2.73 5.50
50 H -0.25 -0.70 4.14
51 H 2.48 2.02 2.98
52 H 4.87 2.31 3.51
53 H 6.56 0.85 2.44
54 H 5.84 -0.87 0.83
55 H 3.45 -1.16 0.30
56 F -3.03 -2.59 -2.80
57 C -1.99 -2.16 -3.53
58 F -1.80 -3.01 -4.52
59 F -2.36 -0.99 -4.05
60 C -0.74 -1.97 -2.61
61 O -0.98 -0.99 -1.71
62 C 0.47 -1.60 -3.49
63 F 1.56 -1.41 -2.75
64 F 0.24 -0.46 -4.15
65 F 0.76 -2.54 -4.39
66 C -0.47 -3.30 -1.85
67 F -0.51 -4.37 -2.63
68 F 0.72 -3.28 -1.26
69 F -1.38 -3.45 -0.88

Computed properties:
- energy relative to the best compared isomer or geometry (same formula, charge and spin) (kcal per mole) = 0.0
- total charge = +1
- gap between HOMO and LUMO (eV) = 9.48
- LUMO (eV) = -2.16
- spin multiplicity = 1

=====

Computed, not measured: 2 unconnected molecules or ions with the total composition C2H10N4O in a non-equilibrium geometry, with the ωB97M-V functional and the def2-TZVPD basis.

CARTESIAN COORDINATES (ANGSTROEM)
1 C -1.17 -0.22 -1.19
2 C -1.57 1.38 0.56
3 N -0.90 0.16 0.17
4 H -0.25 -0.83 0.97
5 H -0.75 0.51 -1.91
6 H -2.25 -0.30 -1.41
7 H -0.73 -1.19 -1.39
8 H -2.64 1.23 0.78
9 H -1.53 2.17 -0.20
10 H -1.09 1.79 1.46
11 N 2.29 0.29 0.04
12 O 1.39 -2.09 0.21
13 N 0.93 -1.10 1.19
14 N 1.27 0.14 0.86
15 H 2.00 -2.72 0.58
16 H 2.54 -0.48 -0.56
17 H 2.46 1.26 -0.18

Computed properties:
- energy relative to the best compared isomer or geometry (same formula, charge and spin) (kcal per mole) = 167.2
- total charge = 0
- gap between HOMO and LUMO (eV) = 7.27
- LUMO (eV) = 0.36
- spin multiplicity = 1

=====

Computed, not measured: a molecular structure, C23H25IrN5, with the ωB97M-V functional and the def2-TZVPD basis.

CARTESIAN COORDINATES (ANGSTROEM)
1 Ir -0.70 -0.93 0.01
2 C -0.56 1.80 2.23
3 C -1.31 0.61 2.70
4 C -1.90 0.68 4.00
5 C -2.63 -0.38 4.54
6 C -2.77 -1.50 3.80
7 C -2.17 -1.59 2.47
8 N -1.43 -0.48 1.93
9 C -2.26 -2.70 1.70
10 C -2.93 -3.93 2.02
11 C -2.91 -4.96 1.12
12 C -2.25 -4.81 -0.11
13 C -1.60 -3.61 -0.41
14 N -1.61 -2.60 0.46
15 C -0.90 -3.32 -1.66
16 C -0.78 -4.25 -2.66
17 C -0.11 -3.92 -3.83
18 C 0.40 -2.65 -3.95
19 C 0.27 -1.72 -2.91
20 C 0.84 -0.36 -3.12
21 N -0.37 -2.05 -1.77
22 H -0.59 2.58 2.97
23 H -1.01 2.17 1.31
24 H 0.48 1.53 2.04
25 H -1.76 1.59 4.56
26 H -3.07 -0.30 5.53
27 H -3.33 -2.34 4.18
28 H -3.43 -4.04 2.96
29 H -3.41 -5.89 1.35
30 H -2.24 -5.62 -0.82
31 H -1.20 -5.23 -2.53
32 H 0.00 -4.63 -4.63
33 H 0.92 -2.35 -4.85
34 H 1.27 -0.29 -4.12
35 H 1.63 -0.16 -2.40
36 H 0.06 0.41 -3.04
37 N 0.30 0.69 -0.38
38 C 0.91 1.67 -0.61
39 N 1.56 2.73 -0.87
40 C 1.04 4.09 -0.51
41 C 2.03 4.78 0.41
42 C 3.43 4.81 -0.20
43 C 3.91 3.40 -0.54
44 C 2.94 2.68 -1.47
45 H 0.05 3.97 -0.07
46 H 0.94 4.63 -1.45
47 H 2.05 4.26 1.38
48 H 1.66 5.79 0.60
49 H 4.13 5.28 0.48
50 H 3.42 5.42 -1.11
51 H 4.03 2.81 0.38
52 H 4.88 3.42 -1.04
53 H 3.21 1.64 -1.63
54 H 2.87 3.19 -2.43

Computed properties:
- ⟨S²⟩ = 6.041
- total charge = +3
- gap between HOMO and LUMO (alpha / beta) (eV) = 5.83 / 5.46
- LUMO (alpha / beta) (eV) = -9.72 / -12.83
- spin multiplicity = 5

=====

Computed, not measured: a molecular structure, C31H25AsN3O2Tc in a non-equilibrium geometry, with the ωB97M-V functional and the def2-TZVPD basis.

CARTESIAN COORDINATES (ANGSTROEM)
1 Tc 0.86 -1.28 -0.36
2 C -1.11 -5.36 -1.82
3 N -1.39 -4.45 -0.68
4 C -2.52 -4.63 0.08
5 C -2.83 -3.79 1.09
6 C -1.95 -2.69 1.35
7 N -0.81 -2.57 0.64
8 C -0.57 -3.44 -0.36
9 O 0.48 -3.18 -1.06
10 N -2.23 -1.80 2.28
11 H -1.34 -6.38 -1.50
12 H -0.06 -5.28 -2.07
13 H -1.74 -5.07 -2.66
14 H -3.14 -5.47 -0.19
15 H -3.73 -3.93 1.67
16 H -3.11 -1.84 2.78
17 H -1.66 -0.98 2.40
18 C 7.00 -1.15 -0.29
19 C 5.99 -1.99 -0.75
20 C 4.69 -1.83 -0.29
21 C 4.42 -0.84 0.65
22 C 5.43 -0.01 1.14
23 C 6.72 -0.17 0.65
24 As 2.63 -0.74 1.31
25 C 2.58 0.87 2.43
26 C 2.46 2.17 2.05
27 C 2.50 3.18 3.05
28 C 2.67 2.91 4.42
29 C 2.80 1.62 4.83
30 C 2.76 0.55 3.85
31 C 2.87 -0.80 4.15
32 C 3.10 -1.34 5.48
33 C 3.24 -2.68 5.64
34 C 3.13 -3.53 4.51
35 C 2.87 -3.05 3.20
36 C 2.75 -1.71 3.00
37 H 8.00 -1.27 -0.66
38 H 6.21 -2.76 -1.48
39 H 3.90 -2.47 -0.68
40 H 5.23 0.76 1.87
41 H 7.51 0.47 1.01
42 H 2.34 2.47 1.02
43 H 2.39 4.22 2.74
44 H 2.70 3.73 5.13
45 H 2.94 1.39 5.88
46 H 3.19 -0.68 6.33
47 H 3.43 -3.11 6.61
48 H 3.26 -4.59 4.66
49 H 2.82 -3.76 2.39
50 O -0.27 1.58 -0.10
51 C 0.17 0.55 -0.17
52 C 1.93 -0.69 -1.64
53 C 2.68 -0.31 -2.74
54 C 2.22 -0.75 -4.01
55 C 2.92 -0.37 -5.13
56 C 4.05 0.44 -5.00
57 C 4.51 0.87 -3.75
58 C 3.83 0.50 -2.61
59 H 1.34 -1.36 -4.08
60 H 2.60 -0.69 -6.11
61 H 4.59 0.74 -5.89
62 H 5.38 1.50 -3.69
63 H 4.17 0.82 -1.64

Computed properties:
- energy relative to the best compared isomer or geometry (same formula, charge and spin) (kcal per mole) = 30.6
- total charge = +4
- gap between HOMO and LUMO (eV) = 3.27
- LUMO (eV) = -15.90
- spin multiplicity = 1